Entry 1:
Formula: H80O40
Source: the OMol25 dataset
Level of theory: wB97M-V/def2-TZVPD

Positions of all 120 atoms, in Å:
H 0.751 2.279 -4.727
H 0.922 1.015 -3.954
O 0.983 1.982 -3.842
H 0.969 1.684 6.344
H 0.293 0.236 6.352
O 0.327 1.127 6.736
H 3.418 2.685 1.589
H 3.587 3.467 2.932
O 4.013 3.139 2.172
H -1.519 -5.256 -0.245
H -2.001 -3.964 -0.978
O -1.791 -4.330 -0.112
H -3.333 -3.342 0.014
H -3.623 -1.921 0.061
O -3.998 -2.731 -0.303
H 2.497 4.142 -2.084
O 1.764 4.622 -2.470
H 0.381 2.491 -0.284
O 1.004 2.904 0.323
H 1.724 -5.573 -0.309
H 0.490 -4.600 -0.769
O 0.871 -5.485 -0.738
H 3.874 5.273 -0.578
H 2.817 6.022 -1.448
O 3.731 6.008 -1.182
H -5.646 -1.763 1.546
H -4.311 -1.276 2.121
O -4.950 -1.128 1.418
H 4.038 -1.695 -0.875
H 4.957 -0.952 -1.558
O 5.024 -1.649 -0.882
H -0.786 6.102 -3.155
O -0.809 5.269 -2.720
H 3.240 2.408 -3.739
H 4.451 2.523 -4.498
O 3.489 2.548 -4.660
H 3.032 0.783 2.814
H 3.437 1.267 1.510
O 2.898 0.563 1.881
H 5.288 -2.313 0.942
H 5.929 -3.206 1.806
O 5.056 -3.113 1.446
H -1.322 1.901 3.363
H -1.193 1.422 4.875
O -0.755 1.490 4.018
H -1.917 -0.893 4.035
H -2.602 -1.594 5.204
O -2.682 -0.862 4.583
H -3.614 5.236 -0.455
H -3.408 3.953 0.323
O -4.032 4.404 -0.237
H 3.851 0.683 -4.785
O 3.487 -0.209 -4.880
H 5.630 -0.840 2.942
H 5.247 0.314 2.015
O 5.840 -0.433 2.096
H 0.732 -2.301 6.076
O 0.245 -1.513 5.839
H -2.410 3.194 1.523
H -2.338 3.723 2.971
O -2.064 3.915 2.069
H -0.764 -3.388 2.200
H -0.609 -2.107 3.199
O -1.181 -2.628 2.622
H -0.598 -2.474 -0.737
H -0.270 -2.219 -2.174
O -0.338 -2.949 -1.539
H -0.933 -0.491 -3.050
H 0.448 -1.154 -2.797
O 0.050 -0.337 -3.013
H 2.768 -4.753 -4.015
H 2.327 -5.390 -2.567
O 2.101 -5.086 -3.424
H 1.771 -0.431 3.471
H 0.382 0.123 3.640
O 0.905 -0.625 3.281
H -4.388 3.090 -1.497
H -4.567 2.101 -2.649
O -4.339 2.144 -1.714
H -2.943 -0.282 -1.728
H -1.992 0.881 -2.496
O -2.393 -0.002 -2.462
H -1.067 -4.834 0.824
H -0.283 -6.078 1.160
O -0.505 -5.216 1.516
H 2.087 -2.301 -2.086
H 2.961 -1.292 -2.506
O 2.443 -1.489 -1.706
H -2.643 1.341 0.826
O -3.099 1.406 1.660
H -5.671 2.365 1.686
H -5.922 2.726 0.268
O -6.345 2.309 1.016
H 2.552 -0.005 -5.000
H 1.236 4.329 -3.207
H 0.334 -1.365 4.884
H 0.681 2.454 1.115
H -0.449 5.335 -1.863
H -3.979 1.032 1.549
O -0.970 -5.872 -1.805
H -0.673 -5.521 -2.651
H -0.208 -5.971 -1.210
O 3.123 2.273 -0.979
H 2.274 2.344 -0.530
H 3.059 1.453 -1.484
O -1.214 2.785 -2.823
H -1.524 3.497 -3.390
H -0.354 3.110 -2.555
O -2.068 -1.407 0.295
H -2.013 -1.102 1.205
H -1.930 -2.355 0.450
O -0.690 0.858 0.635
H -0.553 0.345 -0.172
H -0.470 0.266 1.366
O -0.953 1.464 -6.146
H -1.354 0.758 -5.606
H -0.619 1.931 -5.358
O -3.724 -3.791 3.477
H -3.091 -3.424 4.117
H -2.999 -4.214 3.005

Properties
energy above the lowest of the compared OMol25 structures with the same formula, charge and spin: 11.124 eV
net charge: 0
HOMO level: -10.21 eV
2S+1: 1
molecular weight: 720.6 g/mol

Entry 2:
Formula: H80O40
Source: the OMol25 dataset
Level of theory: wB97M-V/def2-TZVPD

Positions of all 120 atoms, in Å:
H 3.891 -1.217 2.444
H 2.259 -1.170 2.617
O 3.113 -0.637 2.660
H 3.885 2.360 3.969
H 4.281 2.489 2.342
O 4.246 2.802 3.273
H 4.055 -4.267 -2.994
H 2.530 -4.722 -3.030
O 3.183 -4.022 -2.606
H 0.837 -6.273 0.115
H 1.958 -5.620 -0.618
O 1.127 -5.972 -0.765
H 1.235 1.624 -4.632
H 0.462 0.455 -4.698
O 1.335 0.696 -5.070
H -2.767 -3.211 -0.380
O -1.881 -3.561 -0.145
H -1.019 -3.761 3.098
O -1.018 -3.389 4.024
H 1.905 2.996 2.113
H 2.547 3.500 0.866
O 1.767 3.027 1.076
H -3.125 -0.246 -2.345
H -2.107 -0.593 -3.388
O -2.999 -0.842 -3.038
H 1.387 -4.316 3.176
H 0.171 -4.764 4.008
O 0.668 -4.968 3.205
H 1.931 2.836 4.863
H 1.765 4.241 4.987
O 1.325 3.468 4.707
H -6.337 1.211 -1.985
O -5.724 1.804 -1.427
H 1.549 -1.203 -2.844
H 1.668 0.350 -3.298
O 1.068 -0.406 -2.821
H 2.589 -2.252 5.938
H 3.041 -1.814 4.502
O 3.009 -1.471 5.384
H 0.076 5.262 -4.257
H 1.256 5.075 -3.365
O 0.656 5.804 -3.734
H -0.565 -1.803 -0.213
H 0.198 -3.165 -0.442
O 0.197 -2.273 0.013
H -0.751 0.776 -1.242
H -0.650 -0.383 -2.077
O -1.348 0.350 -1.861
H -2.224 5.998 -1.795
H -1.286 4.916 -1.119
O -2.060 5.056 -1.817
H -0.796 2.145 3.774
O -1.046 2.138 4.676
H 6.263 -0.020 -2.742
H 6.509 -1.325 -2.077
O 6.079 -0.521 -1.981
H -1.845 1.789 -2.935
O -1.047 2.404 -2.938
H -0.991 -0.960 -5.655
H -0.073 -0.847 -4.428
O -0.936 -1.033 -4.694
H 3.166 3.313 -3.587
H 1.646 3.658 -3.541
O 2.313 3.008 -3.892
H 2.324 0.447 5.190
H 3.666 0.753 5.558
O 2.785 1.210 5.449
H 3.837 -3.499 -0.228
H 2.150 -3.613 -0.529
O 2.943 -3.701 0.057
H -3.383 -2.619 1.775
H -3.411 -3.153 3.399
O -3.789 -3.234 2.481
H -0.285 -4.812 -3.898
H -0.618 -5.662 -2.782
O -0.231 -4.794 -2.961
H 3.396 -1.534 -2.949
H 4.080 -0.240 -3.077
O 3.371 -0.719 -3.376
H 0.714 -2.340 1.404
H 0.428 -1.763 2.759
O 1.108 -2.307 2.337
H -0.385 3.305 0.644
H -1.498 4.167 1.042
O -0.928 3.962 0.336
H -2.392 -0.332 1.807
H -2.313 -0.468 3.335
O -1.897 -0.134 2.570
H -3.351 -2.624 -2.026
O -4.117 -3.062 -1.468
H -0.585 -0.581 4.936
H -0.842 -1.004 6.230
O -0.138 -1.317 5.549
H -0.190 2.311 5.049
H -1.788 -4.496 -0.224
H -1.061 2.982 -2.185
H -1.484 -2.488 4.026
H -5.254 2.229 -2.090
H -4.730 -3.421 -2.068
O -3.178 -3.299 -3.996
H -3.507 -3.418 -4.868
H -3.239 -2.346 -3.953
O -2.222 3.510 2.821
H -2.295 4.301 3.239
H -1.327 3.305 2.782
O -3.865 -0.694 -0.004
H -4.279 -1.599 -0.258
H -4.496 0.001 -0.160
O 0.617 6.360 0.807
H 0.598 5.468 0.663
H 1.330 6.732 0.360
O 4.315 4.296 -0.041
H 5.151 4.486 0.316
H 4.278 3.829 -0.810
O -4.367 0.903 -4.040
H -3.477 0.676 -3.805
H -4.404 1.040 -4.965
O -4.519 2.003 2.815
H -4.210 2.949 2.908
H -3.589 1.525 2.768

Properties
energy above the lowest of the compared OMol25 structures with the same formula, charge and spin: 10.890 eV
net charge: +1
HOMO level (spin up / spin down): -12.05 / -12.05 eV
2S+1: 2
molecular weight: 720.6 g/mol

Entry 3:
Formula: H80O40
Source: the OMol25 dataset
Level of theory: wB97M-V/def2-TZVPD

Positions of all 120 atoms, in Å:
H -1.198 -6.016 -1.036
H -2.157 -4.806 -1.181
O -1.959 -5.669 -1.572
H 0.166 2.769 -4.904
H 1.254 3.354 -5.606
O 0.933 3.323 -4.703
H -2.960 3.074 -1.455
H -3.666 2.583 -2.553
O -3.938 2.971 -1.715
H 0.573 -3.598 -4.189
H 0.421 -2.219 -3.626
O 0.714 -3.092 -3.374
H -1.294 6.086 2.699
H -2.193 4.887 3.233
O -1.983 5.462 2.500
H 0.298 -1.055 3.338
O -0.492 -0.499 3.316
H 2.792 1.356 2.208
O 1.851 1.356 2.389
H 0.918 -4.156 -1.240
H -0.171 -3.197 -1.328
O 0.246 -3.756 -0.668
H -0.020 5.315 -2.076
H 0.213 5.280 -3.604
O 0.373 5.818 -2.809
H -0.846 2.445 -2.735
H -0.368 1.705 -1.500
O -1.143 2.176 -1.836
H 3.478 -2.140 -1.998
H 4.732 -2.828 -1.811
O 4.165 -2.570 -2.538
H 0.813 -5.606 3.120
O 0.037 -5.049 2.990
H -5.144 -1.796 -1.753
H -4.031 -1.296 -1.285
O -4.543 -2.110 -1.036
H 4.402 2.496 0.734
H 3.965 3.730 0.099
O 4.343 2.891 -0.179
H 3.176 -1.483 4.209
H 3.703 -0.142 4.184
O 2.903 -0.627 3.827
H 1.154 -3.002 2.062
H 2.021 -4.148 1.909
O 2.040 -3.236 2.278
H 1.538 -4.200 5.089
H 2.625 -3.404 4.373
O 2.483 -3.957 5.132
H 1.387 0.567 -0.001
H 1.499 1.865 -0.947
O 1.150 0.983 -0.821
H -2.987 1.356 -1.917
O -2.908 0.400 -1.824
H -0.688 -1.020 -0.269
H -0.901 -0.438 -1.773
O -0.844 -1.236 -1.257
H 1.016 4.012 1.256
O 1.981 3.899 1.085
H -1.919 -0.006 5.215
H -2.865 1.051 6.010
O -2.722 0.542 5.213
H -0.661 1.489 2.888
H -1.863 1.476 3.900
O -1.384 2.022 3.267
H -2.766 5.390 -1.911
H -1.780 4.934 -0.941
O -1.970 4.828 -1.893
H 2.981 -0.798 -0.040
H 2.254 -1.989 0.278
O 2.640 -1.553 -0.547
H -2.737 1.031 1.338
H -2.106 0.335 0.145
O -1.896 0.724 1.000
H -2.672 -2.226 -3.004
H -3.790 -2.702 -3.834
O -3.058 -2.062 -3.893
H -1.655 -2.192 0.909
H -0.433 -2.948 1.002
O -0.752 -2.083 1.219
H -3.011 1.613 3.470
H -4.171 0.920 2.765
O -4.012 1.702 3.356
H -0.737 0.685 -3.275
H 0.714 0.540 -2.769
O 0.199 0.831 -3.525
H -1.966 4.108 0.984
H -1.416 2.966 0.126
O -1.221 3.871 0.404
H -5.492 -1.661 2.095
O -4.579 -1.344 2.208
H 4.207 1.060 -1.619
H 4.472 -0.347 -2.110
O 4.142 0.112 -1.331
H -3.522 0.068 -2.498
H -1.318 -0.662 2.833
H 1.976 2.930 1.089
H 1.834 1.964 3.133
H -0.579 -5.410 2.335
H -4.727 -0.761 1.437
O 5.285 2.571 -2.495
H 4.680 2.253 -3.216
H 4.879 3.406 -2.222
O 0.603 -1.512 -5.606
H -0.008 -0.964 -5.091
H 1.430 -1.021 -5.491
O 0.093 -6.209 0.026
H -0.023 -6.753 0.838
H 0.072 -5.214 -0.075
O 4.929 0.362 2.007
H 4.003 0.039 2.006
H 5.437 -0.424 1.762
O 3.666 -1.665 -5.414
H 4.077 -1.346 -4.598
H 3.476 -2.591 -5.246
O -4.341 1.882 0.680
H -4.200 2.446 -0.106
H -5.114 2.193 1.142
O 0.118 0.260 5.938
H 0.839 -0.360 5.644
H -0.466 0.388 5.172

Properties
energy above the lowest of the compared OMol25 structures with the same formula, charge and spin: 7.059 eV
net charge: +1
HOMO level (spin up / spin down): -12.12 / -12.11 eV
2S+1: 2
molecular weight: 720.6 g/mol

Entry 4:
Formula: H8N2OSi2
Source: the OMol25 dataset
Level of theory: wB97M-V/def2-TZVPD

Positions of all 13 atoms, in Å:
N 1.892 -0.706 -0.352
N -0.903 -0.940 -1.678
O -0.099 0.630 0.445
Si -1.168 1.303 1.380
Si 0.534 0.074 -0.941
H 2.549 -0.410 0.378
H 1.675 -1.638 -0.143
H -1.526 -0.598 -2.370
H -1.426 -1.097 -0.794
H -1.234 0.659 2.681
H -2.521 0.989 0.893
H -0.752 2.709 1.421
H 0.966 1.158 -1.821

Properties
energy above the lowest of the compared OMol25 structures with the same formula, charge and spin: 0.130 eV
SMILES: N[SiH](N)O[SiH3]
net charge: 0
HOMO level: -9.76 eV
2S+1: 1
molecular weight: 108.2 g/mol

Number 1: E_tot -83194.691 eV. Number 2: E_tot -83182.543 eV. Number 3: E_tot -83186.373 eV. Number 4: E_tot -20915.401 eV.